A molecular structure, C30H50Cl3LuN4O4Si in a non-equilibrium geometry, computed with ωB97M-V/def2-TZVPD.

Each line ends with the Löwdin charge.
Atoms and positions in Å:
C (-1.410, -2.059, -4.129)  -0.0422
C (-0.903, -3.016, -3.090)  -0.2369
H (-1.219, -2.433, -5.142)  0.0611
H (-0.922, -1.081, -4.000)  0.0639
H (-2.500, -1.908, -4.022)  0.0962
C (-0.442, -4.247, -3.356)  -0.1158
C (-0.225, -4.821, -4.727)  -0.1037
H (-0.178, -4.927, -2.538)  0.1053
H (-0.411, -4.100, -5.529)  0.0540
H (-0.850, -5.701, -4.930)  0.0735
H (0.814, -5.160, -4.832)  0.0661
Lu (0.232, 0.578, -0.816)  1.1094
Cl (-2.138, 0.717, -0.085)  -0.1236
Cl (0.291, 1.755, -2.985)  -0.0540
H (0.842, 5.241, 2.874)  0.0949
H (-1.247, 6.165, 1.769)  0.0932
C (1.182, 4.883, 1.893)  -0.0230
C (-0.845, 5.791, 0.821)  -0.0340
N (0.017, 4.636, 1.050)  -0.1739
H (1.762, 3.968, 1.998)  0.0865
C (-0.169, 3.484, 0.414)  -0.2964
O (0.662, 2.534, 0.399)  -0.1846
H (-1.668, 5.504, 0.162)  0.0941
H (-1.138, 3.381, -0.111)  0.1104
H (1.793, 5.680, 1.449)  0.0978
H (-0.275, 6.608, 0.358)  0.0959
H (1.516, -1.434, -3.875)  0.0909
H (2.555, -3.654, -2.601)  0.0931
C (2.475, -0.966, -3.596)  -0.0250
C (3.410, -2.973, -2.463)  -0.0316
N (2.980, -1.583, -2.373)  -0.1557
H (2.343, 0.114, -3.461)  0.0382
C (3.020, -0.958, -1.200)  -0.2637
O (2.421, 0.127, -0.929)  -0.2079
H (3.944, -3.237, -1.542)  0.0910
H (3.634, -1.453, -0.426)  0.1491
H (3.198, -1.182, -4.401)  0.0984
H (4.072, -3.099, -3.329)  0.0922
O (-0.073, -1.433, -1.485)  -0.4072
C (-0.977, -2.451, -1.668)  -0.4261
C (0.284, -3.848, 0.017)  -0.0533
C (-0.929, -3.480, -0.546)  -0.1877
H (1.191, -3.368, -0.343)  0.0969
C (0.321, -4.770, 1.060)  -0.0916
H (-1.987, -2.020, -1.631)  0.1154
C (-2.120, -4.013, -0.055)  -0.0267
H (1.284, -5.042, 1.494)  0.0958
C (-0.865, -5.336, 1.533)  -0.0974
C (-2.091, -4.960, 0.968)  -0.0791
H (-3.048, -3.651, -0.495)  0.1177
H (-0.833, -6.076, 2.336)  0.0974
H (-3.021, -5.407, 1.318)  0.0998
Si (-0.209, 4.551, -5.543)  0.1295
Cl (-0.336, 2.576, -6.228)  0.2558
C (1.637, 4.875, -5.383)  -0.2322
C (-1.459, 4.543, -4.136)  -0.2512
C (-0.713, 5.976, -6.721)  -0.2163
H (2.154, 3.994, -4.981)  0.0153
H (1.836, 5.745, -4.742)  0.0292
H (2.056, 5.098, -6.378)  0.0325
H (-0.043, 6.084, -7.587)  0.0237
H (-0.639, 6.907, -6.136)  0.0309
H (-1.739, 5.898, -7.097)  0.0215
H (-1.318, 3.645, -3.504)  -0.0546
H (-2.472, 4.495, -4.572)  0.0358
H (-1.409, 5.445, -3.506)  0.0238
C (-3.477, -1.110, 6.798)  -0.0767
C (-1.988, -1.160, 7.065)  -0.2110
N (-1.124, -0.761, 5.947)  -0.0584
C (-0.537, 0.600, 6.077)  -0.2019
C (0.556, 0.697, 7.121)  -0.0813
C (-1.048, -1.540, 4.821)  -0.4044
O (-1.744, -2.545, 4.690)  0.0692
C (0.012, -1.161, 3.803)  -0.1167
C (1.348, -1.280, 4.188)  -0.0181
C (2.318, -0.806, 3.316)  -0.0386
C (1.908, -0.252, 2.089)  -0.1343
N (0.642, -0.289, 1.649)  0.0077
C (-0.300, -0.774, 2.490)  -0.0484
H (-3.789, -0.119, 6.460)  0.0762
H (-4.002, -1.341, 7.727)  0.0754
H (-3.740, -1.860, 6.051)  0.0705
H (-1.710, -0.488, 7.889)  0.1064
H (-1.715, -2.190, 7.335)  0.1282
H (-0.166, 0.921, 5.096)  0.1151
H (-1.369, 1.266, 6.362)  0.1242
H (1.352, -0.029, 6.940)  0.0674
H (0.996, 1.696, 7.070)  0.0776
H (0.160, 0.541, 8.128)  0.0688
H (1.602, -1.704, 5.162)  0.1265
H (3.384, -0.844, 3.553)  0.1075
H (2.643, 0.189, 1.402)  0.0990
H (-1.314, -0.811, 2.086)  0.0892

Cartesian forces (eV/Å) of the 3 atoms listed first:
0.158 0.117 -0.218
0.328 -0.667 0.356
-0.125 0.323 0.251

Results
total charge: 0
2S+1: 1
gap between HOMO and LUMO: 0.299 hartree
E: -4599.058785 hartree


2 unconnected molecules or ions with the total composition C3H10NS in a non-equilibrium geometry, computed with ωB97M-V/def2-TZVPD.

Each line ends with the natural charge from an NBO analysis.
Atoms and positions in Å:
C (2.545, 1.071, -2.264)  0.1570
N (1.938, 0.153, -1.616)  -0.5917
H (3.575, 1.254, -1.975)  0.2412
H (1.920, 1.643, -2.931)  0.2356
H (0.933, 0.234, -1.494)  0.4321
H (2.223, -0.688, -1.122)  0.4544
C (-1.323, -0.630, 2.367)  -0.6237
C (-1.718, -0.614, 0.907)  -0.4833
S (-0.814, 0.644, -0.063)  -0.1034
H (-0.281, -0.866, 2.596)  0.2167
H (-1.446, 0.362, 2.806)  0.2260
H (-1.928, -1.389, 2.841)  0.2440
H (-2.733, -0.239, 0.802)  0.2316
H (-1.660, -1.611, 0.488)  0.2251
H (-1.229, 0.677, -1.341)  0.1383

Cartesian forces (eV/Å) of the 3 atoms listed first:
0.201 -0.886 1.523
-0.775 -0.117 -0.425
0.291 -0.110 -1.084

Results
total charge: +1
2S+1: 1
gap between HOMO and LUMO: 0.276 hartree
E: -572.930789 hartree


A molecular structure, C35H22ClIMnN2O4PS2, computed with ωB97M-V/def2-TZVPD.

Each line ends with the Mulliken spin population.
Atoms and positions in Å:
Mn (0.119, 0.002, 0.923)  1.1319
O (2.936, -0.735, 0.506)  0.0281
C (2.156, 0.208, 0.478)  -0.0725
C (2.766, 1.574, 0.126)  -0.0050
C (4.136, 1.744, 0.000)  0.0034
C (4.661, 2.989, -0.315)  -0.0009
C (3.807, 4.069, -0.508)  0.0008
C (2.434, 3.907, -0.377)  -0.0028
C (1.909, 2.659, -0.054)  0.0292
P (0.122, 2.291, 0.097)  -0.0349
C (-0.170, 2.172, 1.879)  -0.0299
C (-1.570, 2.166, 2.365)  0.0278
C (-1.871, 1.935, 3.639)  0.0086
C (-0.823, 1.652, 4.673)  -0.0041
C (0.583, 1.420, 4.106)  0.0022
C (0.838, 1.837, 2.707)  -0.0370
C (-0.695, 3.860, -0.353)  0.0016
C (-0.849, 4.906, 0.554)  0.0063
C (-1.462, 6.088, 0.165)  -0.0007
C (-1.922, 6.236, -1.136)  0.0015
C (-1.776, 5.199, -2.046)  -0.0009
C (-1.171, 4.014, -1.653)  0.0049
H (4.774, 0.881, 0.150)  -0.0003
H (5.731, 3.121, -0.414)  -0.0002
H (4.211, 5.042, -0.759)  0.0000
H (1.770, 4.750, -0.528)  0.0008
H (-2.358, 2.302, 1.635)  -0.0007
H (-2.904, 1.905, 3.966)  -0.0012
H (-0.886, 2.354, 5.504)  0.0021
H (1.356, 1.802, 4.774)  0.0021
H (1.868, 1.851, 2.375)  -0.0063
H (-0.490, 4.789, 1.570)  -0.0001
H (-1.583, 6.893, 0.879)  0.0000
H (-2.404, 7.158, -1.438)  0.0002
H (-2.144, 5.308, -3.058)  -0.0002
H (-1.073, 3.193, -2.353)  0.0003
Cl (-3.831, -5.289, -1.041)  -0.0002
C (-3.245, -3.720, -0.537)  -0.0058
C (-4.144, -2.743, -0.202)  0.0009
C (-3.705, -1.479, 0.212)  -0.0023
I (-5.082, -0.005, 0.726)  0.0001
C (-2.351, -1.162, 0.302)  -0.0135
O (-1.869, -0.033, 0.661)  0.0237
C (-1.432, -2.200, -0.066)  0.0129
N (-0.119, -1.844, 0.026)  -0.0297
C (0.797, -2.743, -0.252)  -0.0124
C (0.468, -4.049, -0.660)  0.0028
C (-0.841, -4.419, -0.780)  -0.0052
C (-1.853, -3.479, -0.475)  -0.0015
H (-5.203, -2.953, -0.254)  0.0000
H (1.825, -2.427, -0.133)  -0.0055
H (1.264, -4.750, -0.872)  -0.0004
H (-1.116, -5.417, -1.091)  -0.0007
O (-0.733, 1.206, 7.496)  -0.0001
S (-0.732, -0.045, 6.773)  0.0008
O (-1.633, -1.066, 7.218)  0.0000
N (-0.889, 0.236, 5.149)  0.0021
C (0.381, -0.125, 4.371)  0.0030
S (0.183, -1.224, 2.972)  -0.0227
C (1.350, -0.701, 5.369)  -0.0012
C (2.615, -1.205, 5.087)  -0.0014
C (3.391, -1.675, 6.131)  0.0005
C (2.914, -1.674, 7.445)  -0.0017
C (1.647, -1.196, 7.726)  0.0017
C (0.895, -0.705, 6.668)  -0.0008
H (2.956, -1.244, 4.060)  0.0022
H (4.380, -2.066, 5.926)  0.0001
H (3.533, -2.061, 8.244)  -0.0001
H (1.249, -1.203, 8.732)  0.0000

Cartesian forces (eV/Å) of the 3 atoms listed first:
0.444 0.466 0.721
0.339 0.053 -0.022
-0.589 -0.234 0.120

Results
total charge: -1
2S+1: 2
gap between HOMO and LUMO (alpha / beta): 0.255 / 0.243 hartree
E: -4804.086592 hartree


A molecular structure, C2H6I2N3 in a non-equilibrium geometry, computed with ωB97M-V/def2-TZVPD.

Each line ends with the natural charge from an NBO analysis.
Atoms and positions in Å:
C (1.073, 0.426, 1.208)  0.7584
C (1.338, -1.076, -0.625)  -0.3957
N (1.454, 0.694, 2.248)  -0.4690
N (0.571, -0.222, 0.198)  -0.2836
N (-0.459, 0.551, -0.437)  -0.7086
I (0.196, -1.461, -2.335)  0.2633
I (-4.232, 0.866, 0.154)  -0.0914
H (1.389, -2.087, -0.281)  0.2537
H (2.379, -0.677, -0.722)  0.2494
H (1.631, 1.283, 3.074)  0.5026
H (-3.566, 0.245, -1.352)  0.0976
H (-0.955, 1.304, 0.138)  0.4267
H (-0.817, 0.156, -1.269)  0.3965

Cartesian forces (eV/Å) of the 3 atoms listed first:
-0.588 -2.474 -1.951
1.998 -0.732 -1.152
0.403 1.949 2.920

Results
total charge: +1
2S+1: 1
gap between HOMO and LUMO: 0.303 hartree
E: -839.042318 hartree


3 unconnected molecules or ions with the total composition C3H10O5 in a non-equilibrium geometry, computed with ωB97M-V/def2-TZVPD.

Each line ends with the natural charge from an NBO analysis.
Atoms and positions in Å:
O (-1.459, -1.818, -2.088)  -0.5716
C (-0.485, -1.353, -1.557)  0.7881
O (0.624, -2.113, -1.386)  -0.7071
C (-0.327, 0.007, -0.970)  -0.5559
C (1.128, 0.425, -0.848)  -0.0734
O (1.266, 1.618, -0.127)  -0.7430
H (0.508, -3.043, -1.569)  0.5074
H (-1.040, 0.180, -0.126)  0.2412
H (-0.857, 0.754, -1.659)  0.2364
H (1.522, 0.628, -1.856)  0.1787
H (1.642, -0.358, -0.278)  0.2209
H (0.999, 2.407, -0.604)  0.4782
O (-2.769, 0.092, 2.472)  -0.9126
H (-2.037, -0.280, 1.912)  0.4576
H (-2.634, 1.006, 2.190)  0.4582
O (1.290, 0.255, 2.390)  -0.9353
H (0.738, 0.602, 1.665)  0.4649
H (1.890, 0.991, 2.440)  0.4673

Cartesian forces (eV/Å) of the 3 atoms listed first:
-0.141 0.569 0.108
-0.501 -1.808 -0.207
0.823 1.101 0.670

Results
total charge: 0
2S+1: 1
gap between HOMO and LUMO: 0.403 hartree
E: -496.490429 hartree
SMILES: O=C(O)CCO.O.O


A gas-phase ion, C3H3NO3P (charge -1) in a non-equilibrium geometry, computed with ωB97M-V/def2-TZVPD.

Each line ends with the Mulliken spin population.
Atoms and positions in Å:
C (-0.510, -0.246, -0.472)  0.8789
C (-1.568, 0.329, -1.360)  -0.0956
C (1.594, -0.668, 0.447)  0.0128
N (0.746, -0.335, -0.655)  0.5638
O (-1.652, 0.421, -2.552)  0.1004
O (-2.264, 1.012, -0.430)  0.0548
O (-0.545, 1.547, 1.519)  0.2232
P (-1.403, 0.385, 1.161)  0.2339
H (2.001, -1.654, 0.223)  0.0040
H (1.229, -0.795, 1.569)  0.0070
H (2.373, 0.002, 0.552)  0.0168

Cartesian forces (eV/Å) of the 3 atoms listed first:
-1.320 -0.713 -1.896
1.905 0.406 3.318
-0.775 -2.190 1.204

Results
total charge: -1
2S+1: 3
gap between HOMO and LUMO (alpha / beta): 0.204 / 0.274 hartree
E: -737.915203 hartree